Density functional theory data (wB97M-V/def2-TZVPD) for a single C5H6N2O molecule in a non-equilibrium geometry.

```
14
Properties=species:S:1:pos:R:3:forces:R:3:lowdin_charge:R:1
C 1.611 0.371 0.018 0.94 0.61 -0.46 -0.097
N 0.275 -0.102 -0.055 -1.32 -0.63 0.17 -0.074
C -0.116 -1.431 -0.035 -4.16 5.87 0.66 -0.107
N -1.435 -1.514 0.044 -0.98 -0.99 -0.67 0.015
C -2.347 -0.440 0.021 1.36 0.69 -0.95 -0.120
C -2.138 0.956 0.067 2.38 -4.24 0.51 0.027
C -0.690 1.208 0.059 -1.26 -2.60 0.03 -0.371
O -0.114 2.230 0.083 1.10 1.90 0.10 0.079
H 2.388 -0.477 -0.063 -1.26 1.50 -0.24 0.116
H 1.567 1.199 -0.795 1.48 -1.34 1.46 0.120
H 1.664 0.833 1.036 0.72 0.01 -0.93 0.101
H 0.522 -2.277 -0.044 0.68 -0.47 0.01 0.115
H -3.349 -0.711 -0.284 -0.24 -0.64 0.78 0.091
H -2.967 1.621 0.276 0.54 0.33 -0.46 0.104
```
Forces are in eV/Å.

The value obtained for the orbital gap is 9.2 eV. As for the structure (SMILES): Cn1cnccc1=O. For the electronic energy, the calculation gives -378.80645 a.u. For the relative energy (zero: lowest compared OMol25 entry of this formula, charge and spin), the calculation gives 1.755 eV. The calculation puts the highest occupied orbital energy at -8.9 eV.

---

Density functional theory data (wB97M-V/def2-TZVPD) for a molecular structure, C29H31As2MoNS4 in a non-equilibrium geometry.

```
68
Properties=species:S:1:pos:R:3:forces:R:3:lowdin_charge:R:1
Mo 0.499 0.077 -0.516 1.18 -0.62 1.69 0.388
S 2.552 1.318 0.018 -0.78 -0.66 -0.55 0.670
C 2.160 2.427 1.292 -0.66 0.50 1.32 -0.663
C 3.193 3.029 2.026 0.20 0.18 0.26 -0.088
C 2.921 3.989 3.013 0.00 -0.39 -0.55 -0.037
C 1.606 4.414 3.229 0.57 0.09 0.05 -0.055
C 0.565 3.833 2.527 0.26 -0.70 -0.41 -0.090
C 0.843 2.790 1.635 0.66 0.03 -0.34 -0.489
S -0.520 1.795 1.006 0.33 1.49 -0.15 0.892
C -0.885 0.967 2.564 -1.12 -0.85 -1.16 -0.339
C 0.000 -0.223 2.754 0.09 -0.41 1.40 -0.312
C 0.103 -0.684 4.080 1.18 -0.46 -1.31 0.018
C 0.978 -1.721 4.365 0.31 -0.46 -0.96 0.005
C 1.770 -2.207 3.317 -0.05 0.01 -0.60 0.022
C 1.596 -1.727 1.996 -0.05 -0.71 1.33 -0.302
C 2.461 -2.317 0.896 -0.41 0.41 0.19 -0.333
S 1.580 -2.191 -0.689 0.11 0.02 -0.80 0.897
C 2.887 -1.972 -1.883 0.19 1.67 -0.71 -0.508
C 3.952 -2.836 -2.017 0.69 -0.43 0.10 -0.083
C 5.055 -2.529 -2.838 -0.16 -0.30 -0.12 -0.043
C 5.047 -1.365 -3.607 -0.12 0.21 -0.52 -0.041
C 3.922 -0.531 -3.575 -0.19 -0.23 0.20 -0.098
C 2.866 -0.793 -2.682 0.73 -0.62 -0.07 -0.655
S 1.634 0.440 -2.669 -1.01 -0.48 0.87 0.595
N 0.664 -0.789 1.719 0.52 0.66 -0.07 -0.031
H 4.214 2.689 1.819 -0.32 0.34 0.15 0.114
H 3.736 4.429 3.595 -0.29 -0.21 -0.28 0.124
H 1.438 5.204 3.952 -0.20 -0.05 -0.11 0.119
H -0.456 4.146 2.647 -0.27 0.13 0.23 0.115
H -1.959 0.698 2.444 0.54 -0.15 0.29 0.102
H -0.822 1.661 3.401 0.13 0.07 -0.23 0.107
H -0.364 -0.185 4.887 -0.81 0.45 0.46 0.121
H 1.038 -2.183 5.346 0.13 0.33 -0.05 0.132
H 2.538 -2.971 3.493 -0.46 0.32 -0.04 0.136
H 2.695 -3.363 1.092 -0.17 0.05 0.01 0.101
H 3.399 -1.782 0.801 0.13 0.31 -0.01 0.102
H 3.944 -3.751 -1.436 0.16 -0.05 -0.09 0.117
H 5.895 -3.239 -2.938 -0.60 0.49 0.27 0.129
H 5.889 -1.114 -4.286 -0.71 -0.29 0.64 0.134
H 3.792 0.341 -4.233 0.45 -0.42 0.37 0.114
C -2.417 -2.504 1.363 0.66 0.41 -0.02 -0.245
As -1.704 -1.481 -0.177 -2.36 -0.60 -0.59 1.109
C -2.099 -2.968 -1.409 1.37 -0.26 -0.52 -0.265
C -3.306 -0.384 -0.619 -0.35 0.19 0.71 -0.415
C -4.597 -0.668 -0.125 -0.07 0.35 -0.29 -0.082
C -5.630 0.269 -0.337 0.29 -0.53 -0.08 -0.049
C -5.402 1.444 -1.060 -0.14 -0.04 -0.14 -0.042
C -4.143 1.677 -1.619 0.05 -0.08 0.24 -0.080
C -3.108 0.785 -1.359 0.56 -0.67 0.87 -0.442
As -1.288 0.989 -2.032 -2.39 1.41 -2.02 0.976
C -1.817 0.338 -3.846 0.74 -0.34 0.10 -0.217
C -1.364 2.920 -2.390 1.02 0.26 0.20 -0.254
H -2.834 -1.861 2.133 -0.05 0.02 0.00 0.034
H -1.580 -3.061 1.774 0.03 -0.17 0.16 0.028
H -3.160 -3.210 0.976 0.16 0.32 0.06 0.046
H -3.163 -3.009 -1.589 -0.28 0.16 0.05 0.038
H -1.775 -3.930 -0.974 -0.02 0.51 -0.14 0.048
H -1.561 -2.821 -2.362 -0.31 -0.12 0.33 0.035
H -4.833 -1.605 0.399 0.21 0.54 -0.17 0.108
H -6.631 0.035 0.038 0.40 0.20 -0.08 0.121
H -6.219 2.170 -1.207 0.51 -0.47 0.05 0.128
H -3.933 2.552 -2.222 -0.27 0.04 0.10 0.102
H -2.246 1.185 -4.404 0.30 -0.32 0.31 0.047
H -2.604 -0.410 -3.691 0.31 0.09 -0.06 0.036
H -0.955 -0.101 -4.379 -0.48 0.27 0.16 0.027
H -1.894 3.126 -3.317 -0.14 -0.25 0.07 0.039
H -0.335 3.266 -2.545 -0.20 0.09 0.14 0.037
H -1.825 3.481 -1.565 0.24 -0.33 -0.15 0.044
```
Forces are in eV/Å.

Its spin multiplicity is 3. The value obtained for the orbital gap (spin up / spin down) is 7.1 / 5.6 eV. As for the total charge: +2. For the electronic energy, the calculation gives -7310.44422 a.u. For the relative energy (zero: lowest compared OMol25 entry of this formula, charge and spin), the calculation gives 0.000 eV. The calculation puts the highest occupied orbital energy (spin up / spin down) at -13.0 / -13.0 eV.

---

Density functional theory data (wB97M-V/def2-TZVPD) for a molecular structure, C10H27Cl2IrN2O2P2 in a non-equilibrium geometry.

```
46
Properties=species:S:1:pos:R:3:forces:R:3:lowdin_charge:R:1
C -2.274 2.812 -2.009 5.55 3.73 0.26 -0.154
C -1.437 2.058 -1.099 7.41 -1.15 3.29 -0.293
H -1.780 3.572 -2.542 0.43 1.26 -0.59 0.120
H -2.957 2.984 -1.277 -2.65 2.30 1.07 0.028
H -2.582 2.007 -2.482 -1.86 -2.45 -3.84 -0.041
O -0.193 1.982 -0.591 -9.70 0.12 -3.67 -0.077
Cl -3.314 1.008 -0.959 0.84 -3.61 2.89 0.508
Ir 0.180 -1.306 0.608 -1.87 3.79 -2.42 0.850
P -1.181 0.647 1.848 -0.24 1.17 3.36 0.769
C 0.121 1.521 2.828 2.02 0.10 -0.58 -0.276
C -2.368 2.088 1.897 -1.01 0.07 -1.22 -0.274
H -2.643 2.464 2.899 0.65 -0.68 -0.15 0.081
H -2.359 0.245 4.062 0.38 0.15 -0.54 0.073
H -3.303 1.794 1.401 0.25 0.08 0.35 -0.005
H -2.716 -0.931 2.791 -0.13 -0.05 0.12 0.041
H 0.648 2.287 2.209 -0.47 -0.49 0.21 0.052
H -2.002 2.953 1.335 0.23 -0.16 0.07 0.045
C -1.919 -0.327 3.229 -0.28 -0.77 -0.32 -0.291
H -0.199 2.065 3.726 -0.57 -0.38 -0.32 0.069
H -1.192 -1.039 3.634 -0.01 0.21 -0.06 0.032
H 0.933 0.837 3.160 -0.59 0.20 -0.20 0.047
P -0.440 -1.122 -1.788 1.91 -3.33 -2.45 0.712
C 1.267 -1.277 -2.539 1.07 1.00 1.39 -0.268
C -0.940 -2.919 -2.078 0.12 1.42 1.42 -0.248
H -2.312 -0.387 -3.152 1.19 -0.13 0.00 0.049
H -1.032 -0.921 -4.270 0.40 -0.09 1.56 0.102
H -0.902 0.643 -3.459 0.01 -0.87 0.39 0.063
C -1.184 -0.427 -3.262 -2.62 2.27 -1.52 -0.306
H -1.895 -3.005 -1.628 -1.20 -0.32 0.43 0.027
H -1.020 -3.222 -3.085 0.14 0.08 -1.34 0.049
H 1.363 -1.641 -3.545 -0.74 -0.36 -0.54 0.057
H 1.949 -1.897 -1.943 -0.30 -0.10 0.14 0.037
H -0.295 -3.587 -1.547 0.57 -0.32 0.30 0.021
H 1.765 -0.297 -2.564 -0.24 0.01 0.06 0.042
Cl -0.631 -2.985 1.395 -2.27 -4.19 1.81 0.208
C 3.786 -2.062 1.395 -0.53 0.33 0.48 -0.022
N 3.964 -0.724 0.825 -1.50 -0.03 -0.57 0.088
C 2.812 -0.082 0.558 4.25 1.55 0.71 -0.574
N 2.795 1.127 0.000 -3.31 -0.39 -0.22 0.251
O 1.844 -0.627 1.114 -0.57 0.62 0.61 -0.287
H 3.322 -2.759 0.688 0.15 0.21 0.04 0.099
H 3.170 -2.018 2.317 0.55 -0.05 -0.54 0.111
H 4.752 -2.384 1.635 1.29 -0.82 0.42 0.086
H 4.869 -0.323 0.665 0.18 -0.05 -0.23 0.165
H 1.880 1.609 -0.231 1.72 -0.79 0.55 0.125
H 3.648 1.566 -0.170 1.35 0.94 -0.62 0.115
```
Forces are in eV/Å.

Its spin multiplicity is 5. The value obtained for the orbital gap (spin up / spin down) is 8.4 / 7.5 eV. As for the total charge: +2. For the electronic energy, the calculation gives -2363.82898 a.u. The calculation puts the highest occupied orbital energy (spin up / spin down) at -15.2 / -16.4 eV.

---

Density functional theory data (wB97M-V/def2-TZVPD) for a molecular structure, C18H41BiN2O2P3 in a non-equilibrium geometry.

```
67
Properties=species:S:1:pos:R:3:forces:R:3:lowdin_charge:R:1
Bi -0.282 0.375 0.879 0.70 0.04 0.89 1.334
P 1.975 1.352 2.205 1.65 0.64 1.66 0.711
P -1.230 2.676 -0.284 -0.49 1.66 -1.35 0.670
P 1.732 -0.346 -0.800 0.20 -0.51 -1.66 0.640
H -1.711 -3.937 1.224 0.01 -0.31 0.04 0.048
C -0.727 -4.371 1.061 0.58 0.63 -0.02 -0.079
C 0.152 -4.463 2.068 -0.02 -0.14 -0.44 -0.082
H -0.138 -4.210 3.084 -0.03 -0.02 -0.09 0.040
C 1.716 1.804 3.959 -0.77 0.01 0.13 -0.240
C 2.933 2.839 1.689 -0.55 0.18 -0.81 -0.225
C 3.349 0.139 2.454 -0.45 -0.71 -0.51 -0.224
C -2.529 2.206 -1.477 -0.27 -0.37 0.08 -0.246
C -2.090 3.944 0.737 0.08 -0.31 0.73 -0.218
C -0.140 3.675 -1.360 0.61 -0.23 0.14 -0.235
C 2.306 -2.004 -0.314 0.10 0.01 0.50 -0.213
C 3.119 0.726 -1.304 0.15 0.28 0.55 -0.220
C 0.973 -0.686 -2.398 -0.30 0.15 0.04 -0.273
H -0.484 -4.619 0.019 -0.05 -0.14 0.54 0.058
H 1.165 -4.868 1.950 -0.48 0.10 -0.07 0.060
H 1.690 0.913 4.600 -0.09 0.21 -0.22 0.055
H 0.779 2.354 4.075 0.08 -0.09 0.10 0.056
H 2.535 2.463 4.280 -0.14 -0.30 -0.20 0.076
H 2.258 3.699 1.601 0.16 -0.07 0.07 0.056
H 3.432 2.702 0.724 -0.06 0.02 0.21 0.038
H 3.683 3.061 2.466 -0.34 -0.29 -0.26 0.080
H 2.976 -0.691 3.074 0.17 0.24 -0.18 0.065
H 4.190 0.627 2.981 -0.53 0.01 -0.24 0.092
H 3.714 -0.285 1.507 0.01 0.25 0.41 0.016
H -2.926 3.146 -1.887 0.04 -0.16 0.26 0.085
H -3.326 1.686 -0.936 -0.08 0.12 -0.19 0.067
H -2.215 1.600 -2.337 0.28 0.11 0.41 0.048
H -2.475 4.768 0.105 0.30 -0.59 0.00 0.088
H -1.412 4.379 1.484 -0.12 -0.14 -0.22 0.061
H -2.935 3.491 1.274 0.20 0.10 -0.15 0.067
H -0.693 4.556 -1.732 0.07 -0.41 0.23 0.085
H 0.166 3.063 -2.217 -0.03 0.15 0.11 0.054
H 0.759 4.020 -0.834 -0.22 -0.02 -0.11 0.049
H 2.697 -2.505 -1.215 -0.09 0.23 0.31 0.088
H 1.457 -2.588 0.084 0.27 0.16 -0.18 0.037
H 3.085 -1.954 0.456 -0.19 -0.16 -0.26 0.045
H 3.553 0.291 -2.219 -0.13 0.07 0.35 0.084
H 3.888 0.796 -0.523 -0.14 0.03 -0.33 0.044
H 2.738 1.734 -1.538 0.16 -0.37 0.05 0.058
H 1.704 -1.072 -3.120 0.04 0.12 0.30 0.091
H 0.514 0.227 -2.794 0.05 -0.27 -0.06 0.064
H 0.182 -1.421 -2.240 0.24 0.22 -0.10 0.016
C -2.024 -1.443 -3.739 -0.81 -0.49 -1.29 -0.312
C -3.071 -1.008 -4.586 0.52 -0.70 0.54 -0.019
C -3.479 -1.862 -5.628 0.45 0.24 0.28 -0.055
C -2.831 -3.086 -5.848 -0.09 -0.05 0.13 -0.065
C -1.681 -3.406 -5.116 0.13 0.72 -0.10 -0.051
C -1.215 -2.515 -4.130 -0.52 -0.56 0.03 -0.038
O -1.793 -0.927 -2.470 -0.36 1.35 1.11 -0.084
H -2.570 -0.503 -2.042 0.34 -0.79 -1.18 0.099
H -3.547 -0.041 -4.403 -0.13 -0.45 0.01 0.110
H -4.317 -1.559 -6.253 0.21 -0.13 0.13 0.118
H -3.227 -3.788 -6.593 0.26 0.41 0.34 0.122
H -1.129 -4.337 -5.296 -0.24 0.51 -0.06 0.121
H -0.267 -2.711 -3.627 -0.54 -0.27 0.06 0.092
N -0.294 -1.117 5.154 -0.25 0.49 -0.58 0.183
C -1.111 -0.135 4.675 -0.24 0.20 1.18 -0.638
N -1.889 0.525 5.582 0.66 -0.49 -0.97 0.197
O -1.111 0.192 3.469 0.36 0.10 -0.60 -0.243
H -0.409 -1.471 6.093 0.17 -0.11 -0.22 0.128
H 0.245 -1.632 4.464 -0.39 -0.01 0.54 0.108
H -2.477 1.269 5.232 0.03 -0.26 0.27 0.125
H -1.912 0.262 6.555 -0.13 0.14 -0.09 0.127
```
Forces are in eV/Å.

The value obtained for the orbital gap is 4.6 eV. As for the total charge: +3. For the electronic energy, the calculation gives -2208.15789 a.u. The calculation puts the highest occupied orbital energy at -15.0 eV.

---

- Among the records above, which one has the lowest electronic energy?
  C29H31As2MoNS4